{"formula": "C7H11N2O2", "method": "ωB97M-V/def2-TZVPD", "total_charge": -1, "lumo_ev": 3.4601, "orbital_gap_ev": 7.954, "symbols": ["C", "C", "C", "O", "O", "H", "H", "H", "H", "H", "C", "C", "C", "C", "N", "N", "H", "H", "H", "H", "H", "H"], "xyz": [[-2.10503, 0.86977, -1.11012], [-2.33258, 0.26925, -2.47435], [-2.62869, -0.03102, 0.05314], [-2.68952, -1.26372, -0.13554], [-2.95016, 0.59839, 1.09125], [-1.05181, 1.07098, -0.88750], [-2.67385, 1.79005, -0.97412], [-2.07065, -0.79127, -2.48787], [-1.77595, 0.72022, -3.30129], [-3.38639, 0.28104, -2.76274], [3.87239, -0.10437, 0.92348], [0.52661, -1.28244, 0.57999], [2.40583, -0.35165, 1.04376], [1.44489, 0.37126, 1.68331], [1.81040, -1.36906, 0.33913], [0.24575, -0.23612, 1.38024], [-0.25897, -1.95404, 0.26924], [-0.61774, 0.21979, 1.65715], [1.46682, 1.18551, 2.39366], [4.27636, 0.54059, 1.70762], [4.05386, 0.49727, 0.03008], [4.43845, -1.03043, 0.98148]], "forces_ev_per_angstrom": [[-0.496, -0.156, 0.513], [0.065, -0.627, -0.706], [-0.251, -0.051, -0.163], [0.221, -0.011, -0.053], [0.405, 0.067, 0.295], [-0.021, 0.031, -0.201], [0.268, 0.223, -0.166], [0.114, 0.027, 0.244], [0.064, 0.311, 0.160], [-0.076, 0.179, 0.140], [0.015, 0.688, 0.420], [-0.609, -0.066, 0.026], [0.046, 0.156, -0.114], [-0.181, -0.049, 0.305], [0.295, -0.423, 0.022], [0.498, 0.987, 0.680], [0.028, 0.114, -0.294], [-0.550, -0.762, -0.352], [0.165, 0.034, -0.254], [-0.322, -0.070, 0.335], [0.275, -0.568, -0.351], [0.048, -0.036, -0.485]], "mulliken_charge": [-0.044, -1.111, 0.387, -0.744, -0.797, 0.148, 0.290, 0.269, 0.343, 0.282, -1.073, -0.168, 0.605, -0.586, -0.692, 0.015, 0.484, 0.231, 0.340, 0.308, 0.225, 0.289]}

---

{"formula": "C38H80N4O28S5", "method": "ωB97M-V/def2-TZVPD", "lumo_ev": 0.3021, "orbital_gap_ev": 9.458, "symbols": ["C", "C", "O", "N", "C", "H", "H", "H", "H", "H", "H", "H", "C", "C", "O", "N", "C", "H", "H", "H", "H", "H", "H", "H", "C", "C", "O", "N", "C", "H", "H", "H", "H", "H", "H", "H", "C", "C", "O", "N", "C", "H", "H", "H", "H", "H", "H", "H", "C", "C", "O", "S", "O", "O", "O", "H", "H", "H", "H", "C", "C", "O", "S", "O", "O", "O", "H", "H", "H", "H", "C", "C", "O", "S", "O", "O", "O", "H", "H", "H", "H", "C", "C", "O", "S", "O", "O", "O", "H", "H", "H", "H", "C", "C", "O", "S", "O", "O", "O", "H", "H", "H", "H", "C", "C", "C", "O", "C", "H", "H", "H", "H", "H", "H", "H", "H", "C", "C", "C", "O", "C", "H", "H", "H", "H", "H", "H", "H", "H", "C", "C", "C", "O", "C", "H", "H", "H", "H", "H", "H", "H", "H", "C", "C", "C", "O", "C", "H", "H", "H", "H", "H", "H", "H", "H"], "xyz": [[-3.89732, -3.08388, -4.99815], [-3.61420, -3.11026, -3.51110], [-4.43324, -2.65182, -2.71215], [-2.36696, -3.51194, -3.14682], [-1.99764, -3.71334, -1.78896], [-4.97788, -3.09635, -5.09434], [-3.45601, -3.93654, -5.51580], [-3.54717, -2.14979, -5.43580], [-1.86159, -4.02794, -3.84832], [-1.23714, -3.01036, -1.43864], [-1.64550, -4.72213, -1.60203], [-2.84092, -3.61203, -1.11058], [5.02122, 3.12329, -3.93671], [3.59881, 3.38141, -3.42766], [3.29123, 3.26442, -2.22891], [2.68480, 3.71535, -4.37010], [1.27579, 3.88471, -4.04388], [5.09017, 2.10295, -4.31989], [5.68489, 3.15586, -3.07453], [5.34472, 3.86171, -4.66581], [3.00093, 3.78296, -5.31859], [0.77297, 4.36355, -4.86989], [1.27416, 4.49698, -3.13991], [0.87890, 2.90215, -3.79094], [-4.88991, -0.18574, 5.89247], [-3.83705, 0.49032, 5.03997], [-2.82926, -0.10925, 4.67867], [-4.07919, 1.77862, 4.71211], [-3.24166, 2.57682, 3.85308], [-4.40121, -0.83932, 6.60551], [-5.55189, -0.74195, 5.23065], [-5.46238, 0.54667, 6.46526], [-4.96702, 2.16090, 4.98381], [-2.59178, 1.94289, 3.25559], [-2.56234, 3.18149, 4.46624], [-3.81813, 3.22711, 3.20597], [-0.04111, 0.32813, 1.81015], [-0.03703, -0.62717, 0.65711], [-0.31256, -1.81319, 0.87691], [0.32897, -0.20733, -0.56644], [0.75992, 1.12768, -0.95793], [-0.87335, 0.04165, 2.45006], [-0.14840, 1.37116, 1.49427], [0.86917, 0.36830, 2.41776], [0.26194, -0.86388, -1.32320], [1.64242, 1.38225, -0.36164], [0.03669, 1.93095, -0.77940], [0.98849, 1.08081, -2.01351], [3.33066, -3.41312, 3.68530], [2.30377, -2.99437, 2.56047], [1.19197, -3.87383, 2.73087], [1.14737, -4.36034, 4.22698], [0.53095, -5.62105, 4.28715], [0.75634, -3.28958, 5.06560], [2.72067, -4.57740, 4.29092], [3.39726, -2.61996, 4.42605], [4.30409, -3.70875, 3.31442], [2.59840, -3.03019, 1.51608], [2.04111, -1.94546, 2.72849], [0.05114, -6.51756, -0.44474], [1.02141, -5.42060, -0.03032], [1.92282, -5.38788, -1.13293], [1.17074, -5.58933, -2.50171], [2.02188, -6.32935, -3.33761], [0.68158, -4.35872, -2.99406], [-0.01230, -6.43888, -1.87865], [-0.95145, -6.39964, -0.03926], [0.40144, -7.50245, -0.13676], [1.61241, -5.73530, 0.82477], [0.59509, -4.43633, 0.17347], [-4.33075, -0.44581, -0.99124], [-3.05307, -0.30750, -1.79156], [-2.44794, 0.93413, -1.42109], [-3.31813, 1.70080, -0.30247], [-4.29428, 2.52484, -0.87465], [-2.49770, 2.19808, 0.72494], [-4.06774, 0.38352, 0.15512], [-4.49093, -1.47353, -0.69878], [-5.18349, -0.02639, -1.52489], [-3.23067, -0.39320, -2.86088], [-2.34413, -1.09794, -1.53112], [-3.05858, -2.83261, 3.36350], [-3.55735, -2.26101, 2.03044], [-4.23207, -3.36621, 1.38201], [-3.52145, -4.70954, 1.80432], [-2.38646, -4.88435, 0.98221], [-4.44777, -5.74917, 1.88270], [-3.07193, -4.26096, 3.23218], [-3.74464, -2.50252, 4.14176], [-2.07250, -2.46540, 3.62893], [-2.75998, -1.94011, 1.35572], [-4.25037, -1.44376, 2.19495], [-0.47541, -1.10587, -4.49312], [0.61950, -1.96108, -5.13977], [0.94317, -1.20443, -6.31424], [0.77500, 0.36361, -6.02801], [-0.07622, 0.86633, -7.01490], [2.02516, 0.98104, -5.81618], [0.04031, 0.23726, -4.62722], [-0.57149, -1.40845, -3.45665], [-1.40722, -1.18380, -5.05430], [0.23591, -2.94769, -5.37555], [1.46855, -1.99656, -4.46532], [0.86760, 4.28757, 2.72942], [2.16935, 3.73093, 2.15562], [2.17977, 4.32332, 0.75066], [1.58645, 5.61698, 0.91651], [0.66648, 5.63423, 1.98621], [0.95892, 4.45431, 3.80446], [0.03652, 3.60736, 2.54438], [2.17815, 2.63677, 2.11676], [3.09237, 4.01678, 2.66137], [1.56180, 3.71891, 0.05810], [3.13982, 4.45645, 0.25838], [-0.36438, 5.66022, 1.61576], [0.89474, 6.48244, 2.62759], [3.29655, 2.22189, 5.06372], [1.95561, 1.65465, 5.54332], [2.03660, 0.16142, 5.23039], [3.11446, 0.00261, 4.30540], [4.08164, 0.96637, 4.69052], [3.80579, 2.80802, 5.82449], [3.14172, 2.78635, 4.14619], [1.12086, 2.16974, 5.08834], [1.81739, 1.78524, 6.62007], [1.13317, -0.29949, 4.83850], [2.31088, -0.41701, 6.12717], [4.77964, 1.15547, 3.86601], [4.75759, 0.60865, 5.49070], [-1.41787, 4.71398, -1.59073], [-2.29884, 4.96695, -2.81047], [-1.37645, 5.76510, -3.68200], [-0.69244, 6.63962, -2.77788], [-0.63076, 6.04228, -1.49829], [-0.64666, 3.94053, -1.72823], [-1.97815, 4.38308, -0.71755], [-3.21925, 5.50236, -2.56717], [-2.65510, 4.02717, -3.25270], [-1.83866, 6.38699, -4.44492], [-0.65315, 5.11406, -4.19270], [-1.10577, 6.69058, -0.74835], [0.38946, 5.85624, -1.16640], [3.62005, -1.48018, -0.37665], [4.18016, -0.63977, -1.53761], [3.23286, -0.97218, -2.71111], [2.11470, -1.69722, -2.16792], [2.65746, -2.44362, -1.06950], [3.05778, -0.85699, 0.32286], [4.39076, -2.01291, 0.18643], [5.22901, -0.84493, -1.76763], [4.19222, 0.42039, -1.28857], [3.74578, -1.71999, -3.34775], [2.98142, -0.12289, -3.34017], [3.17378, -3.29989, -1.52341], [1.88904, -2.81740, -0.39696]], "forces_ev_per_angstrom": [[-0.212, -0.328, 0.323], [-0.194, 0.928, 0.302], [0.534, -0.459, -0.429], [-0.723, -0.217, -0.960], [0.223, -0.116, 1.547], [-0.063, -0.102, -0.183], [0.000, 0.114, -0.103], [0.146, -0.005, 0.013], [0.200, 0.034, 0.069], [0.113, -0.075, -0.086], [0.140, -0.008, -0.253], [-0.264, 0.229, -0.313], [-0.393, -0.055, 0.775], [-0.275, -0.122, 0.731], [0.315, -0.025, -1.261], [0.591, 0.012, 0.157], [1.438, -0.280, 0.614], [-0.107, 0.150, -0.299], [-0.017, 0.160, -0.001], [-0.038, -0.123, -0.190], [-0.097, -0.107, -0.154], [0.011, -0.129, -0.104], [-0.472, 0.101, -0.155], [-0.491, 0.047, -0.141], [0.071, 0.572, 0.038], [0.498, -0.203, -0.016], [-0.204, 0.159, -0.098], [-0.601, -0.144, -0.060], [0.980, 0.080, 0.344], [0.046, -0.252, -0.114], [-0.083, -0.140, 0.142], [-0.148, -0.083, -0.138], [0.003, 0.036, 0.095], [-0.242, -0.152, -0.112], [-0.142, 0.148, -0.118], [-0.162, -0.029, -0.052], [-0.060, 1.222, 0.012], [0.641, -0.747, 0.274], [-0.192, 0.039, -0.389], [-0.748, 0.676, 0.071], [0.254, -0.048, 0.882], [0.016, 0.111, 0.133], [-0.341, -0.159, -0.058], [0.127, -0.661, -0.201], [0.213, -0.399, 0.159], [0.164, 0.140, -0.454], [-0.236, -0.355, -0.081], [0.256, 0.199, -0.132], [-0.679, -0.082, -0.539], [0.415, 0.847, 0.497], [-0.544, 0.271, -0.478], [0.811, -0.244, -0.472], [-0.445, -0.547, 0.058], [-0.111, 0.419, 0.371], [0.298, 0.228, 0.408], [0.158, 0.025, -0.056], [0.049, -0.060, -0.001], [0.354, -0.575, 0.188], [-0.366, -0.194, 0.146], [-0.441, -0.073, 0.697], [-0.001, -0.350, 0.525], [0.681, 0.331, -0.234], [0.403, -0.220, 1.114], [0.301, -0.919, -0.602], [-0.816, 0.860, -0.310], [-0.191, -0.145, -0.688], [0.008, 0.276, -0.142], [0.236, -0.014, -0.318], [-0.063, 0.083, 0.112], [-0.269, -0.092, -0.203], [0.015, 0.548, -0.259], [0.436, -0.997, -0.307], [-0.041, 1.192, 0.210], [-0.285, -2.354, -0.663], [-0.760, 1.389, -1.081], [0.840, 0.081, 0.534], [0.056, -0.217, 1.182], [-0.179, 0.046, 0.255], [-0.084, -0.196, 0.045], [-0.023, 0.506, -0.022], [-0.012, 0.151, 0.155], [-0.115, 0.913, 0.054], [0.584, -0.055, -0.396], [-0.567, 0.273, 0.264], [0.385, 0.802, -0.170], [1.160, -0.145, -0.581], [-1.285, -1.081, 0.256], [0.006, 0.109, 0.503], [0.036, -0.550, 0.193], [0.153, -0.208, -0.113], [0.121, 0.010, 0.268], [-0.215, -0.099, -0.169], [0.531, -0.671, -0.370], [-0.696, 0.676, 0.655], [0.129, 0.155, -0.044], [0.534, -1.148, 0.329], [-1.211, 0.697, -1.077], [0.777, 0.275, 0.360], [-0.111, -0.229, 0.323], [-0.209, 0.463, 0.190], [-0.098, 0.037, 0.200], [0.289, -0.042, -0.357], [0.162, -0.293, -0.052], [0.425, 0.418, 0.522], [0.321, -0.459, -0.869], [-0.897, 0.100, -0.186], [0.463, 0.320, -0.492], [0.045, -1.242, 0.148], [-0.189, -0.119, 0.018], [0.003, -0.031, -0.011], [-0.075, 0.035, 0.030], [-0.280, 0.359, 0.225], [0.110, 0.154, 0.216], [0.112, -0.022, 0.212], [0.059, 0.393, -0.022], [-0.165, 0.166, -0.054], [0.001, -0.492, -0.150], [-0.136, 0.055, 0.772], [0.290, -0.490, 0.402], [0.022, 0.117, -0.272], [1.014, 0.194, -0.211], [0.004, 0.174, -0.119], [0.124, 0.172, 0.407], [-0.247, -0.079, -0.369], [0.090, 0.025, -0.057], [-0.016, 0.105, -0.262], [-0.180, 0.225, 0.032], [-0.388, -0.155, -0.189], [-0.631, -0.105, 0.173], [0.597, 0.049, 0.036], [-0.551, -1.173, -0.099], [0.384, 0.299, -0.249], [0.143, 0.077, -0.365], [-0.701, -0.478, 1.118], [-0.473, -0.132, -0.516], [-0.007, 0.502, 0.189], [0.234, 0.266, 0.237], [0.278, 0.142, -0.137], [-0.229, 0.054, 0.052], [-0.482, 0.245, 0.247], [0.135, 0.204, -0.257], [0.130, 0.189, -0.179], [0.041, -0.198, -0.079], [-0.026, 0.471, 0.172], [1.092, -1.379, -0.042], [-0.227, 0.840, 0.258], [0.539, 0.124, -0.588], [0.045, 0.034, -0.026], [-0.012, 0.069, -0.063], [-0.201, -0.406, -0.100], [-0.358, 0.117, -0.020], [0.037, 0.432, -0.080], [-0.618, 0.045, 0.192], [0.157, 0.050, 0.351], [-0.392, 0.239, -0.355]], "mulliken_charge": [-1.413, 0.664, -0.609, 0.419, -1.612, 0.416, 0.379, 0.227, 0.303, 0.118, 0.746, 0.339, -1.387, 0.563, -0.452, -0.011, -0.953, 0.290, 0.307, 0.445, 0.229, 0.585, 0.203, 0.202, -1.210, 0.651, -0.458, -0.144, -0.455, 0.300, 0.234, 0.449, 0.218, -0.243, 0.313, 0.423, 0.680, 0.763, -0.365, 2.154, -0.712, -0.182, -0.595, -0.395, -1.339, 0.372, 0.041, -0.392, -0.301, 1.223, 0.134, 0.992, -0.598, -0.520, -0.483, 0.275, 0.349, -0.280, -0.943, -0.450, 0.870, -0.402, 0.878, -0.721, -0.184, -0.417, 0.216, 0.425, 0.372, -0.537, -0.708, 1.194, -0.266, 0.638, -0.597, -0.192, -0.298, 0.420, 0.252, 0.312, -0.684, -0.060, 0.584, -0.437, 1.038, -0.376, -0.686, -0.341, 0.144, 0.180, -0.632, 0.407, 0.575, 0.155, -0.469, 1.161, -0.644, -0.501, 0.020, -0.785, 0.120, 0.447, -0.076, 0.046, -0.150, 0.387, -0.499, -0.349, 0.417, -0.376, 0.021, 0.356, -0.579, 0.401, 0.166, 0.324, 0.438, -0.518, -0.435, -0.273, -0.774, 0.472, -0.757, 0.068, 0.412, 0.263, 0.449, 0.429, 0.252, 0.985, -0.689, 0.215, -0.525, -0.630, -0.858, 0.373, 0.330, 0.259, 0.465, -0.540, 0.352, 0.254, 0.121, -1.024, -0.632, 0.155, 0.668, -0.139, 0.693, 0.308, 0.180, 0.516, 0.099, 0.528, -1.555]}

---

no.,energy (eV)
1,-14514.7206
2,-158166.8044